[1]
42
Properties=species:S:1:pos:R:3:forces:R:3 method="wB97M-V/def2-TZVPD" e_tot_ev=-169777.9868 orbital_gap_ev=4.80 total_charge=+2 relative_energy_kcal_mol=0.00
Au 1.221 0.268 -0.478 0.0 0.8 -0.3
O 0.471 0.035 2.065 0.0 0.0 0.2
C -0.315 1.170 2.465 0.1 0.0 -0.1
C 0.506 2.438 2.660 0.1 -0.1 -0.1
C 1.540 2.742 1.564 -0.2 0.0 0.0
C 0.964 3.180 0.245 0.0 0.0 0.0
C 0.678 4.522 0.026 0.0 0.0 0.0
C 0.230 4.951 -1.207 0.0 0.0 0.0
C 0.064 4.017 -2.220 0.0 0.0 0.0
C 0.334 2.698 -1.946 0.0 -0.1 0.0
N 0.770 2.279 -0.740 0.2 0.1 0.1
H 1.162 -0.105 2.724 -0.1 0.0 0.1
H -0.845 0.936 3.389 -0.1 0.0 0.0
H -1.056 1.302 1.674 0.0 0.0 0.0
H 1.040 2.367 3.611 0.0 0.0 0.0
H -0.191 3.275 2.752 0.0 0.0 0.1
H 2.187 1.878 1.402 0.0 0.0 0.0
H 2.175 3.550 1.927 0.0 0.0 0.0
H 0.836 5.224 0.834 0.0 0.0 0.0
H 0.030 5.999 -1.385 0.0 0.0 0.0
H -0.262 4.305 -3.209 0.0 0.0 0.0
H 0.217 1.937 -2.704 0.0 0.0 0.0
C -2.520 -0.164 -0.988 0.0 0.0 0.0
C -1.889 -1.501 -0.821 -0.2 -0.1 0.0
C -2.666 -2.668 -0.749 0.1 0.1 0.0
C -2.052 -3.892 -0.646 0.0 -0.1 0.0
C -0.650 -3.947 -0.600 0.1 -0.2 0.0
C 0.118 -5.157 -0.529 -0.2 -0.1 0.0
Br -0.722 -6.780 -0.491 0.1 0.0 0.0
C 1.536 -5.180 -0.492 0.0 0.0 0.0
C 2.237 -4.021 -0.482 0.2 -0.1 0.0
Br 4.066 -4.007 -0.432 -0.1 0.1 0.0
C 1.524 -2.705 -0.514 0.0 -0.3 0.0
O 2.154 -1.676 -0.444 0.1 0.0 0.0
C 0.036 -2.728 -0.625 -0.2 -0.1 0.0
N -0.551 -1.561 -0.735 0.0 -0.1 0.0
H -3.482 -0.246 -1.490 0.0 0.0 0.0
H -1.868 0.504 -1.548 0.0 0.0 0.0
H -2.700 0.281 -0.004 0.0 0.0 0.0
H -3.744 -2.592 -0.787 0.0 0.0 0.0
H -2.639 -4.800 -0.605 0.0 0.0 0.0
H 2.058 -6.126 -0.465 -0.1 0.0 0.0

---

[2]
21
Properties=species:S:1:pos:R:3:forces:R:3 method="wB97M-V/def2-TZVPD" e_tot_ev=-11990.6111 orbital_gap_ev=10.07 relative_energy_kcal_mol=42.90
N -0.313 -1.656 -0.681 0.1 0.2 0.3
C -0.255 -0.322 -1.292 -0.4 0.1 1.0
C -1.609 0.093 -1.836 0.3 0.0 -1.6
O -1.797 -0.702 -3.021 -0.3 -0.7 -0.1
C 0.197 0.675 -0.211 -0.1 0.7 -1.1
C 1.566 0.331 0.359 -0.3 -0.6 0.9
O 1.480 -0.532 1.493 -0.5 -0.4 0.4
H 0.331 -2.334 -1.053 -0.1 0.0 -0.2
H -1.249 -2.026 -0.642 0.0 -0.2 -0.2
H 0.429 -0.294 -2.138 0.2 -0.1 0.0
H -1.541 1.110 -2.226 0.0 0.3 0.6
H -2.414 0.033 -1.103 -0.1 -0.3 0.0
H -2.703 -0.902 -3.301 0.3 0.5 0.6
H -0.611 0.730 0.520 0.3 -0.2 0.5
H 0.192 1.680 -0.657 0.3 -0.1 0.0
H 2.144 1.178 0.738 -0.3 0.2 -0.3
H 2.178 -0.165 -0.397 0.0 0.1 -0.3
H 0.708 -1.129 1.411 0.6 0.5 -0.5
O 1.375 1.583 4.812 0.6 1.8 -0.9
H 0.876 1.831 4.011 0.2 -0.7 0.7
H 1.019 0.817 5.213 -0.8 -1.2 0.2

---

[3]
176
Properties=species:S:1:pos:R:3:forces:R:3 method="wB97M-V/def2-TZVPD" e_tot_ev=-179976.1461 orbital_gap_ev=4.19 total_charge=+4
C 0.910 -4.267 2.604 -0.3 0.6 -0.6
N 0.317 -4.664 1.301 -0.1 -0.9 1.2
C -0.581 -5.624 1.374 -1.9 -1.0 -0.5
C -1.344 -6.001 0.284 -0.2 0.3 -0.6
C -1.156 -5.390 -0.955 2.1 1.6 1.5
C -0.122 -4.394 -1.009 -0.4 -1.4 0.4
C 0.580 -4.080 0.152 0.2 1.0 -1.3
C -2.038 -5.623 -2.072 -0.6 -1.1 -3.7
C -1.593 -5.954 -3.394 -1.0 -0.1 0.4
C -2.524 -6.277 -4.433 2.1 0.7 1.8
N -3.822 -6.246 -4.183 -1.7 0.0 0.6
C -4.306 -5.862 -2.972 1.0 -0.3 -0.1
C -3.425 -5.568 -1.967 -0.1 0.6 1.5
C -4.821 -6.615 -5.219 0.5 0.5 -0.7
H 0.040 -3.914 3.157 0.2 -0.1 0.4
H 1.595 -3.439 2.419 0.0 -0.3 0.1
H 1.405 -5.129 3.050 0.0 0.3 -0.1
H -0.891 -6.033 2.324 0.5 0.1 0.2
H -2.188 -6.658 0.437 0.2 -0.3 0.1
H 0.134 -3.918 -1.944 0.0 0.2 0.1
H 1.302 -3.282 0.241 0.1 0.1 -0.5
H -0.529 -5.994 -3.580 0.0 -0.1 -0.3
H -2.177 -6.540 -5.421 -0.2 -0.1 -0.1
H -5.374 -5.849 -2.811 0.0 0.0 -0.2
H -3.792 -5.216 -1.014 -0.5 -0.1 0.1
H -4.762 -7.676 -5.463 -0.1 0.1 0.2
H -4.530 -6.027 -6.090 -0.3 -0.2 -0.2
H -5.818 -6.302 -4.911 0.2 -0.2 0.1
C -5.242 5.791 -7.184 0.2 0.1 0.9
N -4.459 5.456 -5.933 1.2 -1.0 0.1
C -3.999 4.143 -5.821 -1.0 2.4 -0.4
C -3.134 3.815 -4.828 0.4 -1.4 0.5
C -2.872 4.658 -3.753 -0.3 0.7 -1.0
C -3.260 5.989 -3.929 -1.0 0.1 0.1
C -4.034 6.394 -5.037 -0.4 -1.7 0.2
C -2.248 4.157 -2.506 1.1 0.4 0.6
C -1.247 3.201 -2.489 0.8 -0.6 -0.6
C -0.493 2.891 -1.346 0.0 -0.4 -0.7
N -0.744 3.484 -0.197 -2.1 2.0 0.4
C -1.792 4.368 -0.150 0.3 0.3 0.1
C -2.517 4.754 -1.281 0.1 -0.6 1.0
C 0.062 3.215 1.013 0.2 -1.1 -0.1
H -4.567 6.225 -7.922 0.0 0.0 0.1
H -6.027 6.496 -6.911 0.0 -0.1 -0.2
H -5.643 4.856 -7.575 -0.1 0.2 0.1
H -4.493 3.461 -6.496 0.7 -0.2 -0.2
H -2.701 2.825 -4.833 -0.1 -0.5 -0.1
H -3.090 6.671 -3.109 0.1 0.4 -0.3
H -4.521 7.352 -5.144 0.5 0.3 0.0
H -0.986 2.764 -3.442 0.4 -0.5 0.0
H 0.309 2.179 -1.219 0.2 -0.4 -1.0
H -1.965 4.761 0.841 -0.3 0.1 -0.1
H -3.355 5.433 -1.221 0.2 0.2 0.5
H 1.115 3.345 0.762 -0.1 0.4 0.0
H -0.063 2.151 1.217 0.0 -0.1 0.0
H -0.266 3.762 1.896 -0.1 0.3 -0.5
C 4.179 -0.653 -4.138 -0.3 -0.1 -0.6
N 4.637 -0.338 -2.787 0.1 -0.7 -0.2
C 3.945 -0.822 -1.739 0.6 1.4 1.0
C 4.224 -0.340 -0.444 -0.4 -1.2 -0.8
C 5.357 0.410 -0.217 -0.5 0.3 -1.3
C 6.134 0.722 -1.370 0.2 1.0 0.9
C 5.755 0.419 -2.682 -1.3 0.3 2.5
C 5.576 1.058 1.114 1.7 -0.2 0.2
C 4.569 1.606 1.913 -0.7 0.5 -0.8
C 4.830 2.384 3.018 -0.1 -0.4 0.3
N 6.070 2.465 3.519 -0.9 -0.4 -0.4
C 7.009 1.757 2.915 2.0 0.5 -1.1
C 6.872 1.160 1.677 -1.2 -0.9 0.8
C 6.355 3.314 4.668 0.3 0.6 0.1
H 3.254 -1.224 -4.066 0.2 0.1 -0.1
H 4.951 -1.218 -4.661 -0.1 0.0 0.1
H 3.992 0.282 -4.666 -0.1 0.1 0.1
H 3.099 -1.471 -1.909 0.0 0.2 -0.2
H 3.526 -0.633 0.327 0.0 0.0 0.1
H 6.928 1.424 -1.168 0.3 0.0 -0.6
H 6.098 0.944 -3.560 0.3 -0.2 0.0
H 3.546 1.540 1.572 -0.2 0.1 -0.1
H 4.095 2.922 3.598 -0.3 -0.1 -0.3
H 8.014 1.844 3.302 0.0 -0.1 0.4
H 7.714 0.552 1.380 0.1 0.3 -0.7
H 7.039 2.795 5.339 -0.3 0.1 0.1
H 5.413 3.615 5.128 0.2 -0.2 0.2
H 6.838 4.219 4.299 0.1 0.0 0.1
C -0.621 -0.431 3.458 -1.4 0.6 1.5
N 0.581 -0.806 4.243 1.1 -0.4 -2.4
C 0.518 -1.498 5.409 1.6 1.1 -0.4
C 1.730 -1.796 6.053 -0.8 0.9 0.4
C 2.967 -1.352 5.547 -1.6 -0.7 0.5
C 2.962 -0.715 4.349 -1.2 1.0 -2.4
C 1.744 -0.467 3.617 1.7 -1.2 3.1
C 4.209 -1.548 6.305 0.5 -0.3 0.4
C 4.258 -1.229 7.657 -0.6 0.2 0.1
C 5.411 -1.392 8.359 1.4 -0.2 0.0
N 6.511 -1.908 7.763 -0.5 0.8 0.0
C 6.484 -2.264 6.463 0.6 0.1 1.1
C 5.362 -2.069 5.719 -0.7 -0.4 -0.7
C 7.794 -2.032 8.505 -0.7 -0.2 -0.2
H -0.597 -0.559 2.376 0.7 -0.3 0.1
H -0.775 0.619 3.707 -0.2 0.1 -0.3
H -1.466 -0.964 3.894 0.0 0.0 -0.3
H -0.492 -1.590 5.782 0.1 -0.5 0.3
H 1.712 -2.165 7.068 -0.2 -0.5 -0.1
H 3.917 -0.375 3.974 -0.1 0.0 -0.5
H 1.717 -0.045 2.623 -0.3 0.1 -0.1
H 3.416 -0.817 8.193 -0.1 0.1 -0.1
H 5.552 -1.069 9.380 -0.2 -0.1 0.1
H 7.407 -2.708 6.122 -0.1 -0.1 -0.4
H 5.360 -2.445 4.706 0.0 0.2 -0.3
H 8.546 -2.035 7.716 0.3 -0.2 0.6
H 7.685 -2.962 9.064 0.7 0.0 0.0
H 7.923 -1.195 9.192 0.0 0.0 -0.2
C -2.171 -2.196 -3.522 -0.2 -0.1 -0.3
N -3.010 -1.065 -3.028 -0.2 -1.3 -1.1
C -2.862 -0.651 -1.795 2.4 0.4 1.1
C -3.581 0.370 -1.241 -0.7 0.3 -0.5
C -4.646 0.825 -1.999 -0.6 1.0 -1.1
C -4.812 0.422 -3.350 0.4 -1.7 0.7
C -4.008 -0.618 -3.802 -0.4 0.7 0.0
C -5.567 1.859 -1.462 -0.5 1.3 0.5
C -6.089 1.767 -0.145 0.8 0.0 -1.4
C -6.841 2.805 0.399 0.1 -1.1 -0.2
N -7.021 3.913 -0.295 0.4 -0.8 -2.0
C -6.598 4.038 -1.593 0.5 -1.7 -0.6
C -5.883 2.997 -2.265 -1.2 0.6 2.7
C -7.634 5.080 0.316 0.2 0.1 -0.3
H -2.866 -3.008 -3.735 0.1 -0.2 0.3
H -1.423 -2.456 -2.773 -0.4 0.0 0.1
H -1.651 -1.985 -4.456 -0.2 0.8 0.1
H -1.989 -1.067 -1.313 0.0 0.1 0.5
H -3.272 0.861 -0.331 -0.2 -0.5 0.4
H -5.644 0.711 -3.975 0.0 0.2 0.1
H -4.164 -1.197 -4.700 0.1 0.6 -0.4
H -5.793 0.872 0.382 -0.4 0.1 0.6
H -7.388 2.796 1.330 0.5 -0.4 0.4
H -6.972 4.944 -2.047 0.4 0.0 -0.3
H -5.577 3.035 -3.300 -0.1 0.4 0.0
H -8.127 5.560 -0.529 -0.1 0.6 0.7
H -6.744 5.575 0.704 -0.6 0.8 0.2
H -8.337 4.809 1.103 0.1 0.0 -0.1
P 4.546 -4.161 2.459 2.8 -1.0 -1.3
F 3.715 -5.577 2.293 0.1 2.0 0.4
F 5.606 -4.850 3.502 -1.6 0.7 0.4
F 5.555 -4.586 1.283 -0.9 -1.5 -0.9
F 5.532 -2.832 2.396 -0.8 1.5 2.5
F 3.650 -3.316 1.384 -1.2 -0.7 0.5
F 3.528 -3.623 3.727 1.5 -0.4 -1.4
P -3.305 -2.957 1.416 -2.8 0.6 2.7
F -4.650 -3.269 0.524 0.9 -0.3 -0.2
F -4.287 -2.698 2.659 0.6 -0.8 0.3
F -3.100 -4.566 1.790 -0.8 0.6 -0.9
F -1.990 -2.762 2.353 0.4 0.7 -0.1
F -2.426 -3.042 0.139 1.4 -0.8 -1.8
F -3.432 -1.350 1.138 0.4 0.0 -0.3
P -3.565 2.512 2.596 -1.5 0.8 2.9
F -4.708 3.217 3.466 -0.9 0.5 -0.2
F -4.564 1.225 2.561 1.2 0.3 -1.5
F -4.220 3.247 1.210 0.7 -1.3 0.4
F -2.368 1.810 1.732 -1.0 0.3 0.0
F -2.731 3.870 2.817 1.3 0.3 -1.0
F -2.920 1.989 4.004 0.4 -0.7 -0.9
Cl 0.697 -0.337 -0.080 0.1 0.0 0.3
C 0.792 1.005 -4.855 0.7 -0.4 0.1
C -0.442 1.110 -5.724 1.9 2.2 0.3
O -0.386 1.940 -6.624 -0.1 0.9 -1.2
O -1.428 0.480 -5.376 -3.6 -2.6 1.5
H 1.333 1.949 -4.798 0.1 -0.2 -0.1
H 1.421 0.255 -5.335 0.4 0.0 0.0
H 0.585 0.635 -3.851 -0.2 -0.1 0.2
C 3.471 3.249 -1.152 0.3 0.6 0.4
C 4.110 3.194 -2.557 1.0 -0.4 -0.9
O 3.366 2.661 -3.420 0.0 -0.3 0.4
O 5.260 3.662 -2.740 -0.7 -0.5 0.8
H 2.828 4.123 -1.257 -0.7 -0.2 0.3
H 4.120 3.507 -0.315 0.6 0.1 -0.2
H 2.981 2.321 -0.859 -0.6 0.0 -0.4

---

[4]
86
Properties=species:S:1:pos:R:3:forces:R:3 method="wB97M-V/def2-TZVPD" e_tot_ev=-104301.9747 orbital_gap_ev=7.09 total_charge=-1 relative_energy_kcal_mol=19.40
In 0.641 -1.193 0.568 -0.3 -0.5 -0.1
C 1.790 -2.144 3.708 0.0 0.0 0.0
N 2.271 -2.005 2.332 0.1 0.1 0.0
C 2.866 -3.281 1.857 0.1 0.1 0.1
C 2.097 -3.834 0.668 0.0 0.0 0.0
N 1.915 -2.776 -0.297 -0.2 -0.2 -0.3
C 2.465 -2.783 -1.525 0.2 0.1 0.2
C 1.970 -1.912 -2.523 0.0 -0.1 -0.1
F 0.914 -1.121 -2.226 -0.1 0.0 0.0
C 2.517 -1.779 -3.778 0.0 -0.1 0.1
F 1.979 -0.919 -4.651 0.0 0.1 -0.1
C 3.612 -2.536 -4.150 0.0 0.0 0.0
F 4.135 -2.440 -5.383 0.0 0.0 -0.1
C 4.144 -3.399 -3.215 -0.1 0.1 0.0
F 5.229 -4.121 -3.526 0.1 -0.1 0.0
C 3.601 -3.506 -1.950 0.0 0.0 0.0
F 4.276 -4.288 -1.073 0.0 0.0 0.0
C 3.217 -0.878 2.257 0.0 0.0 0.1
C 3.510 -0.446 0.832 -0.1 0.1 0.0
N 2.306 0.120 0.228 0.1 0.2 0.0
C 2.495 0.889 -0.899 -0.1 0.1 0.1
C 1.651 1.989 -1.137 0.1 0.0 0.0
F 0.736 2.299 -0.218 -0.2 0.0 0.1
C 1.752 2.810 -2.238 0.0 -0.1 0.0
F 0.933 3.859 -2.372 -0.1 0.1 0.0
C 2.744 2.595 -3.178 0.0 0.0 0.1
F 2.859 3.395 -4.246 0.0 0.0 -0.1
C 3.621 1.554 -2.972 0.0 0.0 0.0
F 4.587 1.316 -3.865 0.1 0.0 -0.1
C 3.498 0.727 -1.867 0.0 0.1 0.0
F 4.376 -0.290 -1.792 0.1 0.0 0.1
H 2.622 -2.367 4.391 0.0 0.0 0.0
H 1.053 -2.942 3.761 0.0 0.0 0.0
H 1.309 -1.220 4.026 0.0 0.0 0.0
H 2.880 -3.997 2.684 0.0 0.0 0.0
H 3.904 -3.106 1.562 0.0 0.0 0.0
H 1.107 -4.172 1.006 0.0 0.0 0.0
H 2.613 -4.710 0.281 0.0 0.0 0.0
H 4.154 -1.137 2.773 0.0 0.0 0.0
H 2.754 -0.043 2.789 0.0 0.0 0.0
H 3.932 -1.290 0.277 0.0 0.0 0.0
H 4.291 0.324 0.875 0.0 0.0 0.0
S -0.984 -1.093 2.453 0.0 0.2 0.2
C -2.489 -1.487 1.670 0.0 0.0 0.0
C -3.661 -1.031 2.268 0.0 0.0 0.0
C -4.915 -1.340 1.756 0.0 0.0 0.0
C -6.088 -0.824 2.400 -0.1 0.0 0.0
N -7.015 -0.389 2.926 0.1 0.0 0.0
C -5.003 -2.140 0.609 0.0 0.0 0.0
C -3.840 -2.580 -0.006 0.0 0.0 0.0
C -2.570 -2.254 0.480 0.0 0.1 0.0
S -1.165 -2.748 -0.405 -0.1 0.0 0.0
C -6.277 -2.482 0.042 0.0 0.0 0.0
N -7.288 -2.764 -0.431 0.1 0.0 0.0
H -3.595 -0.419 3.159 0.0 0.0 0.0
H -3.914 -3.177 -0.907 0.0 0.0 0.0
C 0.368 4.550 2.785 0.0 0.0 0.0
C 1.625 4.013 2.548 0.0 0.0 0.0
C 1.750 2.634 2.477 0.0 0.0 0.0
N 0.729 1.794 2.628 0.1 0.0 0.2
C -0.473 2.317 2.852 0.0 0.0 0.0
C -0.702 3.685 2.940 0.0 0.0 0.0
H 0.227 5.622 2.842 0.0 0.0 0.0
H 2.492 4.645 2.409 0.0 0.0 0.0
H 2.711 2.178 2.258 0.0 0.0 0.0
H -1.281 1.598 2.951 0.0 0.0 0.0
H -1.705 4.052 3.119 0.0 0.0 0.0
O -1.504 0.476 -0.435 0.2 0.2 -0.1
C -2.056 0.929 -1.415 0.0 -0.1 -0.1
C -3.238 0.259 -2.060 0.0 0.0 -0.1
C -4.475 1.140 -1.745 0.0 0.0 0.0
C -4.358 2.024 -0.484 0.0 0.0 0.0
C -3.606 3.356 -0.677 0.0 0.0 0.0
C -2.094 3.231 -0.871 0.1 0.0 0.0
N -1.789 2.213 -1.891 -0.1 0.0 0.1
H -3.332 -0.737 -1.637 0.0 0.0 0.0
H -3.094 0.159 -3.139 0.0 0.0 0.0
H -5.337 0.480 -1.634 0.0 0.0 0.0
H -4.699 1.789 -2.598 0.0 0.0 0.0
H -3.903 1.447 0.330 0.0 0.0 0.0
H -5.370 2.262 -0.152 0.0 0.0 0.0
H -3.792 4.006 0.184 0.0 0.0 0.0
H -4.041 3.871 -1.544 0.0 0.0 0.0
H -1.607 2.913 0.048 0.0 0.0 0.0
H -1.646 4.182 -1.162 0.0 0.0 0.0
H -2.322 2.395 -2.733 0.0 0.0 0.0

---

The records above yield E_LUMO values of -9.913 0.678 -9.109 2.192 eV, respectively.
The records above yield highest occupied orbital energy values of -14.7161 -9.3888 -13.2960 -4.8995 eV, respectively.
The records above yield max |F| values of 0.017 0.041 0.090 0.012 hartree/bohr, respectively.